[1]
ORCA calculation (ωB97M-V with the def2-TZVPD basis set) on a molecular structure, C32H83FeN7O11 in a non-equilibrium geometry.

Geometry as XYZ:
```
134
Properties=species:S:1:pos:R:3:forces:R:3:mulliken_spin:R:1
Fe 1.78961 2.41561 -0.41015 1.0 -0.1 -0.4 3.7279
O 0.55598 0.71517 -0.99442 -0.5 -0.4 -0.4 0.1282
O -1.87717 -0.73843 5.52327 0.3 -0.1 0.3 0.0000
O -3.92638 1.66026 -2.89662 -0.7 0.1 0.2 0.0001
O 4.92995 2.12626 3.14834 0.4 0.4 -0.6 0.0001
O 0.23113 3.69709 -1.22388 -0.5 0.6 -0.2 0.0049
O -1.59407 -4.64981 -1.58958 -0.2 -0.3 0.3 0.0001
O 0.40905 -4.74757 2.51467 0.3 -0.3 0.2 0.0000
O 2.73579 2.05717 -2.38340 0.6 -0.5 -0.7 0.0330
O 0.67974 1.23821 1.07658 -0.1 -0.2 1.2 0.0453
O 3.16617 3.91501 -1.40856 0.9 0.8 0.1 0.0421
O 0.68787 0.03344 -4.92535 -0.5 0.7 0.6 0.0000
N 1.68267 4.09773 1.16005 -0.4 -0.5 -0.2 0.0472
N -4.92032 3.23727 -5.13015 0.6 0.7 0.0 0.0000
N 0.69545 -6.16674 5.00758 -0.3 1.1 -0.6 0.0000
N 3.78853 1.82807 0.45970 0.4 0.5 0.4 0.0548
N 1.24258 0.82996 4.15740 -0.5 0.0 0.6 -0.0001
N 2.25564 -0.92489 -2.65038 -0.5 0.5 -0.5 -0.0005
N -3.99317 -2.27176 -2.95635 -0.9 -0.5 0.1 0.0000
C 6.07871 2.62695 3.79423 0.3 0.1 -0.6 0.0000
C 0.22630 4.38665 1.07219 0.1 1.8 0.1 -0.0098
C -2.80852 1.25130 -2.13991 -0.2 0.0 -0.1 0.0023
C -0.04172 0.85861 4.90045 0.8 0.4 -0.9 -0.0006
C -0.07452 5.58895 1.98310 -0.4 -0.1 0.0 0.0005
C 1.12109 -4.05825 1.49903 -1.3 1.1 0.8 -0.0001
C 3.32325 3.17274 -2.42314 -2.7 0.0 0.3 -0.0159
C -3.87608 1.21366 -4.23213 0.9 0.3 0.0 0.0001
C -0.11586 -4.91429 4.84057 0.7 -1.3 2.6 0.0001
C 5.20025 1.00902 2.29883 -0.1 -0.5 1.7 0.0014
C -0.37188 0.83747 -5.41141 0.0 -0.7 -0.1 0.0002
C -0.10422 -4.21287 6.24595 -0.9 0.5 -1.5 0.0000
C -1.37380 -6.01463 -1.34420 -0.6 -0.4 0.8 0.0000
C 0.40833 -4.02516 3.75106 -0.7 0.3 -1.7 0.0001
C -0.94801 1.86468 4.19008 -0.7 -0.4 0.7 -0.0001
C 1.35671 -1.76816 -3.47744 0.4 1.0 0.6 0.0005
C -0.76849 -0.61463 0.50070 0.5 -0.2 0.7 0.0044
C 3.86813 3.68887 -3.72914 0.8 0.1 0.3 0.0012
C 0.93089 -2.90965 -2.57202 0.0 -0.3 -0.9 -0.0015
C 3.95764 0.77979 1.48186 -0.5 -0.6 -0.7 0.0052
C -0.64333 -0.53783 4.84619 -1.2 0.0 -1.3 -0.0003
C 0.17475 -0.93768 -4.02689 0.5 -1.6 -0.7 -0.0010
C 0.21961 0.46698 0.19176 0.1 0.9 -0.7 -0.0820
C -1.69445 -0.65763 6.91147 0.7 0.3 0.8 0.0000
C -4.79313 1.28244 -6.52356 -0.4 -0.5 0.4 0.0000
C -0.15818 3.90238 -2.56178 -0.4 0.6 -1.2 0.0057
C -4.98944 1.77279 -5.09983 0.0 1.2 0.4 0.0001
C -0.11302 4.79524 -0.39476 0.8 -0.8 1.7 0.0119
C -3.58534 -2.49453 -0.60780 0.2 -0.1 1.2 0.0002
C -3.05951 -2.84662 -1.96957 0.3 1.1 -1.8 -0.0004
C -2.81869 -4.34760 -2.19689 -0.5 1.1 0.3 -0.0001
C 4.01957 -0.53494 0.72553 -0.1 -0.4 0.1 -0.0060
H 1.80778 -3.41036 -2.16251 0.1 0.3 0.1 0.0000
H 0.98627 0.70497 3.18085 0.3 0.0 -0.2 -0.0024
H -2.54019 -1.03718 7.48264 -0.2 -0.2 -0.4 0.0000
H -1.52001 0.37088 7.25390 -0.1 0.1 -0.1 0.0000
H -1.16996 5.04630 -0.49568 0.0 0.0 0.0 -0.0002
H 0.52489 6.44559 1.66839 0.0 0.0 0.1 0.0006
H -5.96419 1.49944 -4.68474 0.0 -0.6 -0.1 0.0000
H 4.93813 3.46682 -3.74963 0.0 0.0 -0.3 0.0002
H 2.23218 4.92773 0.95241 -0.2 0.0 -0.4 0.0026
H -0.10656 -4.92056 7.06780 0.4 -0.2 -0.1 0.0000
H 0.61896 -3.08606 1.36721 0.0 0.0 -0.4 0.0001
H -0.66768 -0.86730 1.55753 -0.3 0.0 0.0 0.0014
H 2.11833 -3.75610 1.83540 0.4 -0.7 -0.3 0.0000
H 1.63563 -0.35489 -2.05162 0.5 -0.5 -0.1 0.0001
H 0.20477 4.82550 -3.03360 0.8 0.0 0.5 0.0006
H -0.55686 -1.52056 -0.06353 -0.1 0.1 -0.3 -0.0017
H -1.23378 4.07700 -2.69103 -0.2 -0.7 0.5 0.0005
H -3.75946 1.37360 -6.85441 0.0 0.1 0.1 0.0000
H 3.76362 4.76998 -3.79630 0.0 0.0 0.1 0.0005
H -0.79018 -1.20869 7.20133 -0.1 -0.2 0.1 0.0000
H 5.79599 3.45530 4.43944 -0.2 -0.2 0.2 0.0000
H -2.90375 1.54956 -4.62224 -0.3 0.1 -0.4 0.0000
H 0.17650 3.07631 -3.18085 0.0 -0.2 0.2 -0.0005
H 3.07591 -0.84239 0.27235 0.0 0.5 -0.3 0.0034
H -0.66988 -6.10283 -0.51470 0.6 0.1 -0.5 0.0000
H -1.07667 1.63802 3.13047 0.2 -0.2 0.0 -0.0009
H -1.12068 5.90373 1.97937 0.0 -0.1 -0.1 0.0004
H -1.04872 -3.66692 6.33050 0.2 0.3 0.1 0.0000
H -2.25613 -6.49852 -0.89978 -0.3 0.1 -0.4 0.0000
H -5.42077 1.85479 -7.20498 -0.1 -0.2 -0.1 0.0000
H -1.12641 -5.29889 4.70002 -0.1 0.5 -0.6 0.0000
H 1.90993 -2.11515 -4.35274 0.1 -0.2 0.1 0.0000
H 5.44007 0.18799 2.99113 -0.5 -0.4 -0.1 0.0005
H -3.84067 0.12002 -4.28330 -0.3 -0.1 0.1 0.0000
H 0.16872 5.34651 3.01834 0.1 0.0 0.0 0.0002
H -0.00888 1.50366 -6.18922 0.2 0.1 0.1 0.0000
H -2.78220 0.15991 -2.04878 0.1 0.0 -0.1 -0.0008
H 0.33194 -2.49682 -1.76232 -0.2 -0.3 0.0 0.0013
H 4.52814 1.69498 -0.22854 -0.3 -0.1 -0.3 -0.0008
H -4.39887 -3.16302 -0.31115 0.0 0.0 0.0 0.0000
H 0.44936 -6.74385 4.20850 0.5 -0.1 0.0 0.0000
H -1.13648 0.18870 -5.85740 -0.1 0.0 -0.2 0.0000
H 1.76911 0.02068 4.47295 0.2 0.1 -0.2 0.0000
H 3.38111 3.21562 -4.57667 0.0 -0.2 0.1 -0.0001
H 4.75887 -0.39819 -0.06659 0.0 -0.6 0.0 0.0003
H -2.81746 -2.53678 0.17126 0.0 -0.4 -0.1 -0.0001
H 0.13574 1.19750 5.92261 0.1 -0.1 0.0 0.0000
H 0.51865 5.67129 -0.57552 -0.1 0.0 -0.6 -0.0021
H 1.42167 -3.61335 3.84313 0.2 -0.3 0.9 0.0000
H 4.02648 2.73436 0.86317 -0.2 -0.1 0.1 0.0016
H -5.04448 3.72410 -4.25274 0.1 -0.5 0.3 0.0000
H 0.41822 -3.68599 -3.14512 -0.5 0.1 0.3 0.0000
H -0.36288 3.53485 1.40251 0.3 -0.3 -0.2 -0.0030
H 6.13197 1.01936 1.71677 -0.2 1.0 -0.4 0.0007
H -5.08497 0.22967 -6.52740 0.0 0.0 -0.4 0.0000
H 0.08816 -1.33640 5.01281 0.0 0.1 0.7 -0.0001
H -3.70621 -4.80675 -1.73617 0.3 -0.7 0.2 0.0000
H -1.77648 -0.25474 0.29965 0.0 -0.1 -0.1 0.0018
H 4.24118 -1.38444 1.37732 0.5 0.2 0.0 -0.0002
H 3.05197 0.77325 2.09104 0.3 0.3 0.3 -0.0023
H 0.71593 -3.49424 6.26642 0.1 -0.1 0.5 0.0000
H -3.61492 -1.89454 -3.81135 0.5 -0.3 0.0 0.0000
H -2.91024 1.66923 -1.13903 0.0 0.1 0.0 -0.0003
H -5.55249 3.68756 -5.77686 -0.1 -0.4 -0.2 0.0000
H -0.45296 -0.59000 -3.19993 0.2 0.7 0.0 0.0013
H -1.88300 1.62326 -2.59203 0.1 -0.2 0.1 -0.0013
H 6.60812 1.83806 4.33678 -0.1 0.0 0.2 0.0000
H 1.64143 -5.81662 4.86486 0.2 -0.7 0.0 0.0000
H -2.12661 -2.31528 -2.19082 0.2 -0.2 0.4 0.0002
H -0.93680 -0.67976 3.79922 0.1 0.0 -0.1 0.0004
H -4.69928 -2.96012 -3.19751 -0.1 0.2 -0.1 0.0000
H -0.45079 -1.58867 -4.65698 -0.2 -0.2 0.2 0.0000
H 1.95880 3.87087 2.11270 -0.3 -0.4 0.0 -0.0002
H -1.92226 1.75420 4.67626 -0.1 0.3 -0.2 0.0001
H -2.83995 -4.60565 -3.26049 0.2 0.1 -0.1 0.0000
H -0.61938 2.89924 4.27618 0.2 -0.1 0.2 -0.0001
H -0.88267 1.37908 -4.61258 0.3 0.2 0.1 -0.0001
H 2.63024 -0.19088 -3.25044 0.2 -0.1 0.0 -0.0003
H 1.01309 -4.62269 0.58030 0.5 -0.1 0.0 0.0000
H -0.22903 -3.14068 3.61741 -0.2 0.0 0.1 -0.0003
H -3.96614 -1.47606 -0.54641 -0.1 0.0 -0.4 0.0000
H 6.77955 3.04340 3.05968 0.1 -0.1 0.0 0.0001
H -1.10555 -6.56703 -2.24823 0.3 0.0 0.1 0.0000
```
Forces are in eV/Å.

Results
HOMO energy (spin up / spin down) = -8.27 / -7.63 eV
expectation value of S² = 6.0069
relative energy (zero: lowest compared OMol25 entry of this formula, charge and spin) = 106.60 kJ/mol
gap between HOMO and LUMO (spin up / spin down) = 8.804 / 8.160 eV
lowest unoccupied orbital energy (spin up / spin down) = 0.54 / 0.53 eV
multiplicity = 5

---

[2]
ORCA calculation (ωB97M-V with the def2-TZVPD basis set) on a molecular structure, CHI2NO in a non-equilibrium geometry.

Geometry as XYZ:
```
6
Properties=species:S:1:pos:R:3:forces:R:3:mulliken_spin:R:1
I -0.06706 -2.13720 2.90703 0.0 -2.4 1.8 1.4799
I 0.38086 -2.14905 -2.10721 0.1 0.1 -1.1 0.0387
O -0.11627 -0.55836 1.55543 -0.5 2.8 1.4 0.2998
N 0.45051 -1.76521 -0.19624 0.5 -3.1 0.5 0.1838
C 0.04813 -0.70603 0.32468 0.7 0.6 -1.2 -0.0304
H 0.08728 0.18962 -0.20317 -0.7 2.0 -1.4 0.0283
```
Forces are in eV/Å.

Results
HOMO energy (spin up / spin down) = -7.94 / -8.84 eV
expectation value of S² = 2.0123
relative energy (zero: lowest compared OMol25 entry of this formula, charge and spin) = 0.00 kJ/mol
gap between HOMO and LUMO (spin up / spin down) = 8.103 / 5.161 eV
lowest unoccupied orbital energy (spin up / spin down) = 0.16 / -3.67 eV
multiplicity = 3

---

| no. | E (Eh) |
| --- | --- |
| 1 | -3743.6486 |
| 2 | -763.9293 |